Here is a cluster of 2 separate species, C33H62FNO6 in total in a non-equilibrium geometry from the OMol25 dataset. Energies are from wB97M-V/def2-TZVPD.

Geometry as XYZ:
```
103
Properties=species:S:1:pos:R:3:forces:R:3:mulliken_charge:R:1
H -1.694 0.409 2.592 -0.2 -0.2 0.0 0.186
H -3.006 -4.561 -1.768 0.0 -0.1 -0.1 0.344
C -2.986 -1.356 1.043 -0.2 0.4 0.1 0.707
H 1.117 4.408 -1.664 0.0 0.0 0.2 0.404
C 0.925 1.510 -0.198 0.1 0.8 0.4 0.673
C 2.406 0.945 -0.056 -0.9 -0.6 -0.7 2.183
H -1.421 3.943 -0.951 0.2 0.0 0.2 0.238
H 3.967 -1.612 1.446 0.1 0.2 0.1 0.406
H -0.961 4.468 -2.551 0.0 0.0 0.1 0.674
H -3.223 3.624 -3.129 0.0 0.0 0.1 0.483
H 6.781 -1.101 -1.196 -0.2 -0.1 0.0 0.439
H -1.948 1.371 -0.034 0.0 0.1 0.0 -0.877
C 2.751 0.606 1.399 0.1 0.2 0.3 -2.380
H 4.309 2.637 5.334 0.0 0.0 0.0 0.342
C 3.338 2.620 5.829 -0.1 0.0 0.0 -0.899
H -3.061 -3.474 0.698 -0.2 -0.2 -0.1 0.328
C -1.563 2.430 -2.502 -0.1 0.6 -0.2 1.274
H -0.561 -2.029 -5.769 -0.1 0.0 -0.1 0.341
C -3.434 -2.575 0.212 0.7 0.9 -0.2 -1.130
H -1.953 -3.602 -2.798 0.0 -0.1 0.1 0.184
H -3.490 2.778 -1.627 0.0 -0.1 0.0 0.255
H 0.283 1.775 4.805 0.0 0.0 0.0 0.280
H 0.863 -3.059 -2.326 0.1 0.1 0.1 -0.147
H -4.969 -0.593 1.255 -0.1 0.1 -0.2 0.597
O 0.931 2.946 -0.280 -0.1 -0.5 0.0 -0.460
C 3.135 1.302 6.548 0.1 0.1 -0.1 -0.311
H 3.910 1.169 7.301 -0.1 0.0 0.1 0.324
H -2.023 -0.982 0.690 0.1 -0.2 -0.1 -0.881
C -1.384 -0.949 -4.129 0.3 0.1 0.0 0.670
H 5.200 2.747 -0.740 -0.1 0.0 0.0 0.517
C 0.635 0.826 5.209 0.2 -0.4 -0.1 -0.250
H 2.567 2.793 5.077 0.0 0.0 0.0 0.215
C -2.925 -2.479 -1.256 -0.6 -0.4 0.3 1.335
H 2.033 0.681 -2.738 0.0 0.0 -0.1 0.160
C 6.093 -0.322 -0.966 0.3 0.4 0.0 0.180
H 0.311 -5.866 -1.281 0.2 0.0 -0.1 0.450
C -0.005 -4.962 -1.805 -0.1 0.4 0.3 -0.903
C 3.108 -1.616 2.121 -0.3 -0.6 0.0 -1.053
H -4.523 -2.563 0.198 -0.1 -0.4 0.2 0.426
H -1.351 1.507 -1.968 0.0 0.0 -0.1 -1.287
H 4.892 2.004 0.791 -0.1 0.0 0.0 0.412
H 3.826 0.523 1.567 0.0 0.0 -0.3 0.880
H -2.833 -1.597 2.100 -0.1 -0.2 0.0 0.594
H -0.825 -2.969 -4.311 0.1 0.0 -0.1 0.212
C -1.049 -4.218 -0.924 0.0 -0.6 -0.7 0.005
H 0.387 1.371 1.914 0.2 -0.1 0.0 -0.169
H 3.203 0.448 5.872 0.0 0.0 0.0 0.304
C -2.189 1.264 2.132 -0.3 0.4 -0.4 -0.720
H 1.920 -4.096 -1.338 0.1 0.2 -0.1 0.349
H -1.313 2.774 0.899 -0.2 0.1 -0.4 0.798
O -0.595 -0.679 -3.265 -0.1 0.0 0.2 -0.195
C -0.874 3.636 -1.842 -0.1 -0.3 -0.5 -1.395
C 0.726 0.942 6.713 -0.1 0.1 -0.2 0.327
C -1.416 1.691 0.863 0.5 -0.3 0.9 0.705
H -3.796 -2.264 -1.884 0.1 0.0 -0.1 0.432
C 2.622 -0.173 -2.392 -0.5 0.1 0.1 -1.571
C -3.991 -0.202 0.961 0.0 0.2 0.2 -0.457
H -0.495 -5.289 -2.724 -0.1 -0.1 0.0 0.321
H -0.090 0.052 4.969 -0.1 0.1 0.1 0.377
H -3.971 1.859 -4.461 0.1 0.0 0.0 0.435
H -0.113 0.007 0.882 0.3 0.0 0.3 0.299
C -3.680 1.017 1.861 0.5 -0.3 0.3 -1.347
H 1.047 2.806 -2.357 0.0 -0.1 0.1 0.033
O -2.424 -0.125 -4.443 0.0 -0.6 0.1 -0.396
H -1.149 2.338 -3.511 0.1 -0.3 0.0 0.707
H -4.151 -0.535 -3.424 0.1 0.0 -0.1 0.497
C -3.068 2.663 -2.631 0.1 -0.1 -0.1 -0.801
H -4.862 1.540 -3.003 0.0 0.1 0.0 0.337
H -2.126 2.076 2.864 0.1 -0.1 0.0 0.539
H -2.246 -1.631 -1.375 0.2 -0.2 0.2 -1.199
N 3.313 1.940 -0.585 0.2 0.0 0.6 -0.250
O -0.233 0.806 7.418 0.0 0.0 0.1 -0.575
F 1.194 -1.050 -0.753 0.0 -0.1 0.2 0.115
H -2.223 -2.532 -5.338 0.0 0.0 -0.1 0.354
C 1.204 -4.081 -2.158 -0.5 -0.3 -0.1 -0.743
H 3.107 2.202 -1.533 0.1 0.0 -0.1 0.367
H -2.828 -0.036 -2.386 0.1 0.1 -0.2 -1.072
H 3.440 -1.553 3.163 0.1 0.2 0.0 0.224
C -3.848 1.588 -3.411 -0.1 -0.2 0.2 -1.391
H 3.203 -1.038 -0.528 -0.2 -0.1 0.1 0.285
C -2.261 -3.761 -1.761 0.1 0.4 0.2 -1.149
C 0.000 1.089 0.936 -0.8 0.1 -0.6 -0.656
H -4.084 0.145 -0.073 0.0 -0.2 -0.1 -0.030
H -4.074 1.929 1.407 -0.2 0.0 0.0 0.311
O 1.908 1.270 7.278 0.1 -0.1 0.2 -0.369
H -4.176 0.907 2.829 -0.1 -0.1 -0.1 0.398
H 1.680 -4.418 -3.080 0.2 -0.1 0.1 0.435
C 0.619 3.439 -1.566 0.0 0.6 0.0 -0.209
H -0.582 -3.372 -0.417 0.0 0.0 0.1 -0.016
H 2.225 -1.043 -2.913 0.1 -0.1 0.0 0.329
C -1.260 -2.205 -4.952 -0.1 0.2 0.0 -1.215
H 3.666 -0.033 -2.657 0.1 0.0 0.1 0.411
C -3.310 0.161 -3.344 -0.5 0.5 0.2 1.208
H 2.411 1.428 2.039 0.0 -0.1 0.1 0.492
O 2.159 -0.623 1.801 0.2 0.3 0.0 -0.041
H 2.617 -2.584 1.997 -0.1 0.1 0.0 0.313
C 5.482 0.681 -0.708 -0.1 -0.2 0.2 -0.223
H 1.570 0.554 4.723 0.0 0.1 0.0 -0.094
H -1.396 -4.940 -0.183 0.0 0.3 0.3 0.434
H 3.294 3.445 6.539 0.0 0.0 0.0 0.320
H 0.502 1.159 -1.139 0.1 -0.3 0.0 -0.679
C 4.720 1.881 -0.278 0.4 0.0 -0.5 -1.253
C 2.411 -0.384 -0.899 0.7 0.3 -0.3 -0.383
```
Positions in Å, forces in eV/Å.

- calculated total energy (Eh) = -1900.53865
- gap between HOMO and LUMO (eV) = 9.45
- structure (SMILES) = C#CCN[C@](COC)([C@H](C)F)[C@@H](CCCCCCCCCCCC)OCCCCCCOC(C)=O.CCOC(C)=O
- HOMO (eV) = -8.889

---

Here is a cluster of 3 separate species, C33H63ClN4O13P2 in total in a non-equilibrium geometry from the OMol25 dataset. Energies are from wB97M-V/def2-TZVPD.

Geometry as XYZ:
```
116
Properties=species:S:1:pos:R:3:forces:R:3:mulliken_charge:R:1
C -0.718 -1.413 1.814 1.3 -0.2 0.1 -1.846
C -2.515 0.244 1.646 0.3 0.8 -0.3 -2.875
H 10.239 -0.632 -3.280 0.0 0.0 0.0 0.307
C -2.659 0.328 0.108 -1.1 -1.6 0.5 0.928
C -0.298 1.893 3.549 0.5 0.4 -1.0 -1.185
C -10.847 3.485 -3.686 -0.2 -0.2 -0.2 -0.295
C 0.776 -1.708 1.516 -0.6 -0.7 -0.4 0.056
H -6.032 2.290 -4.700 -0.1 0.0 0.0 0.305
H 6.802 -6.265 0.625 0.0 0.0 0.0 0.435
H 1.544 1.154 2.824 0.1 0.1 0.0 0.094
C 4.346 -1.985 3.684 0.5 -0.1 -0.8 -0.972
H 8.006 -4.131 0.715 0.1 0.1 0.0 0.325
H -8.231 6.224 -2.756 0.0 0.0 0.0 0.331
H 0.969 -2.696 1.938 0.2 0.1 0.2 1.020
H 3.322 -2.265 3.917 0.0 0.0 0.4 0.224
C -0.272 4.094 2.392 0.3 0.2 -0.4 -0.415
H 4.710 -2.670 2.920 0.1 0.1 -0.1 0.273
H 0.208 5.432 1.187 -0.1 0.1 -0.1 0.273
H 3.006 0.354 1.472 0.2 0.3 0.3 0.047
H -2.308 2.013 7.367 -0.1 -0.1 0.0 0.415
O 4.937 -0.206 2.047 -0.3 -0.4 0.0 -0.428
H -1.750 0.027 -0.399 0.3 0.7 -0.1 0.229
C -1.709 1.414 6.688 -0.1 0.1 -0.3 -1.142
H 2.137 0.032 -0.530 -0.3 0.0 0.1 0.370
H -11.671 1.500 -3.650 0.0 0.0 0.0 0.305
H -10.520 1.762 -4.950 0.0 0.1 -0.1 0.289
O 0.130 1.262 0.317 -0.1 -0.5 0.0 -0.531
C -2.413 1.414 5.349 -0.8 0.4 0.1 0.737
H -3.533 -1.627 0.198 -0.1 -0.1 0.0 0.469
H 6.722 -6.200 -1.140 0.0 0.0 0.0 0.227
N 1.239 0.151 6.164 0.5 0.1 0.2 -0.654
C 9.423 -5.411 -5.309 -0.1 0.3 -0.1 -0.920
H -1.017 -2.071 2.628 -0.2 0.3 0.2 -0.005
H 1.446 -1.026 2.036 0.0 0.1 -0.1 -0.318
H 4.388 -1.503 -0.392 0.1 -0.5 0.2 0.260
H -5.260 2.375 -1.742 -0.1 -0.1 0.0 0.238
H 7.298 -5.537 -4.898 0.0 0.0 0.0 0.327
H 9.267 -4.434 -5.763 0.1 0.0 0.1 0.170
C -8.179 5.644 -1.832 0.0 0.2 0.3 -0.387
C 3.932 -0.027 1.036 -0.4 -0.6 -0.1 -0.389
N -2.200 0.389 4.332 1.4 0.0 1.0 0.288
O 3.803 0.292 3.904 -0.2 -0.1 -0.3 -0.527
O -8.406 3.715 -4.926 1.7 2.2 0.3 -0.752
C -6.122 1.951 -3.663 0.4 0.0 -0.1 -0.455
H -10.344 5.575 -1.780 0.0 -0.1 0.0 0.173
H 8.650 -0.605 -2.532 -0.1 0.0 -0.1 0.267
H -1.266 -1.774 0.946 -0.2 0.3 -0.1 0.638
O 0.028 -0.530 4.164 0.8 0.8 0.2 -0.544
H -9.624 6.613 -0.563 0.1 0.0 0.0 0.397
C -5.097 2.638 -2.779 -0.4 0.3 -0.3 -0.843
C 3.577 -1.333 0.316 0.2 1.2 -0.7 -0.107
O 8.962 -3.038 -3.542 -0.7 -0.6 -0.9 -0.359
H -4.731 -0.356 -0.149 -0.1 0.0 -0.1 0.402
C 9.168 -0.621 -3.490 0.1 0.0 0.1 -1.167
C 8.248 -5.808 -4.433 0.3 -0.2 -0.1 -0.388
H 10.342 -5.360 -4.727 0.0 -0.1 0.0 0.285
C -3.720 -0.699 -0.345 0.7 0.0 -0.1 -1.735
P -8.188 3.568 -3.472 -3.3 -4.3 1.5 0.925
H -4.087 2.354 -3.068 0.0 -0.1 0.0 0.462
N 0.729 1.674 2.511 -0.3 0.1 0.0 -0.035
H -7.406 6.091 -1.210 0.1 -0.1 -0.1 0.327
P 7.698 -3.760 -2.789 6.8 3.0 4.1 1.149
C -11.325 2.229 -4.384 0.0 -0.2 0.1 -1.227
H 8.932 0.293 -4.036 0.0 0.0 0.0 0.378
O -7.463 2.156 -3.198 0.2 0.8 0.0 -0.286
H -5.955 0.874 -3.651 -0.2 0.0 0.0 0.318
H 7.763 -1.760 -4.675 -0.1 0.0 0.1 0.363
O 6.849 -2.563 -2.495 -3.0 -1.9 -2.0 -0.694
H 0.106 2.331 4.459 0.4 -0.6 0.2 0.791
C -0.038 1.013 1.474 0.7 0.2 0.3 -1.071
H -12.150 2.456 -5.061 0.0 0.0 0.0 0.367
O -9.682 3.225 -2.904 0.3 0.4 0.0 -0.342
H 8.278 -6.411 -0.352 0.0 0.0 0.1 0.235
H 3.487 -2.174 0.999 -0.1 0.0 0.0 0.126
H 1.296 -2.888 -0.204 0.0 0.0 0.0 0.492
H -1.528 0.427 7.098 0.2 0.0 0.0 0.299
H -3.475 -0.915 5.305 -0.1 0.0 -0.1 0.432
H 9.438 -1.919 -5.174 0.0 -0.1 0.0 0.367
H -1.698 3.505 3.790 -0.2 0.0 -0.1 0.761
H -3.090 -0.595 2.032 0.0 -0.1 0.0 0.369
H -2.991 1.131 2.051 0.1 0.0 0.3 1.080
O -3.217 2.276 5.115 0.1 0.0 -0.2 -0.547
C 7.503 -4.401 -0.213 0.0 0.0 0.0 -0.018
C -1.175 3.040 2.953 -0.3 -0.1 1.1 -0.353
H -10.667 4.288 -4.401 0.1 -0.1 -0.1 0.382
C -9.505 5.667 -1.092 -0.2 0.0 -0.2 -0.937
O -7.734 4.292 -2.108 0.9 1.3 -1.8 -0.156
H -1.828 -1.145 5.804 0.3 -0.2 -0.2 0.351
H -9.568 4.845 -0.382 0.1 0.0 0.1 0.282
H 6.535 -3.890 -0.228 0.0 0.0 0.0 0.051
H -11.619 3.836 -2.996 0.1 0.0 0.1 0.363
O 8.325 -3.916 -1.270 -0.3 -0.5 0.0 -0.413
H 0.214 -1.605 -0.622 -0.1 0.2 0.1 0.392
C -2.448 -0.929 4.934 -0.9 0.1 0.2 -1.062
C 0.742 -0.152 5.173 -0.8 -0.3 0.1 0.624
H -3.556 -0.940 -1.394 -0.4 0.2 -0.1 0.376
Cl -3.221 1.944 -0.386 0.8 0.0 0.2 -0.364
N -0.552 4.778 1.366 -0.2 -0.2 0.2 -0.594
C -0.923 0.497 3.643 -1.8 -0.8 -0.9 0.710
H 0.670 4.247 2.926 -0.1 -0.1 0.2 0.418
C 2.292 -1.046 -0.491 0.3 -0.7 -0.4 -0.986
H -1.946 2.715 2.262 0.2 0.1 -0.3 -0.204
H -0.768 1.951 6.567 0.2 -0.2 0.1 0.236
O 8.343 -5.235 -3.100 -3.0 -0.4 -1.5 -0.239
H -5.182 3.725 -2.857 0.1 0.0 0.0 0.291
H 9.547 -6.128 -6.121 0.0 -0.1 0.1 0.396
H 8.246 -6.888 -4.293 -0.1 0.0 0.2 0.319
C 1.082 -1.836 -0.002 0.4 0.2 0.2 -1.264
C -1.055 0.058 2.131 -1.0 0.3 -0.2 3.549
H 4.264 0.714 0.314 0.3 0.0 0.1 0.457
H 2.474 -1.352 -1.523 -0.1 0.1 -0.1 0.443
H 5.015 -2.056 4.537 -0.2 -0.1 0.3 0.379
C 4.330 -0.550 3.225 0.0 0.6 0.7 0.745
H -2.399 -1.733 4.209 0.2 0.1 -0.1 0.310
C 8.785 -1.840 -4.303 0.1 0.4 0.1 -0.324
C 7.315 -5.908 -0.270 0.0 0.0 -0.1 -1.064
```
Positions in Å, forces in eV/Å.

- calculated total energy (Eh) = -3635.24175
- gap between HOMO and LUMO (eV) = 8.88
- structure (SMILES) = [H]/N=C/C[C@@H]1NC(=O)[C@](CCCCCCOC(C)=O)(C[C@@H](C)Cl)[C@]1(OC#N)N(C)C(C)=O.CCOP(=O)(OCC)OCC.CCOP(=O)(OCC)OCC
- HOMO (eV) = -9.749

---

Here is a structure of composition C33H65Li5O15P in a non-equilibrium geometry from the OMol25 dataset. Energies are from wB97M-V/def2-TZVPD.

Geometry as XYZ:
```
119
Properties=species:S:1:pos:R:3:forces:R:3:mulliken_charge:R:1
H -0.461 -3.418 2.267 0.1 0.3 -0.4 -0.719
C 5.298 -0.743 2.455 -1.3 -1.2 0.4 -0.487
H -3.803 -1.151 0.496 -0.3 -0.2 -0.3 -0.331
H -0.433 6.326 -1.941 0.2 0.0 0.2 0.418
O -3.275 -2.059 2.246 0.6 0.4 0.1 -0.141
Li -0.310 2.183 1.965 -1.3 -0.6 -0.1 1.078
C -2.773 0.431 -4.871 -0.1 0.6 0.0 -0.813
H 3.484 -3.217 2.907 -0.3 0.2 -0.2 -0.305
O 1.665 0.079 -0.197 -1.3 0.4 0.8 -1.183
C 0.116 -2.689 2.837 0.0 -1.2 1.3 2.178
H 2.659 -1.968 0.891 -0.1 0.0 0.2 -0.890
H 0.611 6.600 1.293 -0.5 1.1 0.2 0.268
C -3.266 0.986 -3.502 0.1 -0.8 -0.9 -0.781
H 0.608 -4.484 3.926 0.7 0.0 0.0 0.327
C 0.284 -5.791 0.258 -1.1 -0.7 -0.4 -0.363
C -0.821 -1.655 4.747 0.7 -1.0 0.8 -0.692
H 0.743 6.490 -3.900 -0.3 -0.2 -0.9 0.391
H -0.233 4.218 4.346 0.5 0.0 0.2 0.329
C -3.112 -3.468 2.123 -0.6 0.0 -0.4 0.143
C -4.564 -3.921 2.012 0.0 -0.2 -0.6 -0.719
H 1.634 -3.306 -1.209 0.1 -0.1 0.2 0.302
H -4.008 2.222 3.582 -0.5 0.1 -0.2 0.360
Li 1.443 1.823 -1.022 -0.1 -0.2 -0.9 0.826
H -0.250 4.642 0.500 -0.1 0.2 -0.2 -0.412
Li -1.502 -0.492 2.062 -0.6 0.1 0.4 1.145
H -0.075 -0.963 5.158 0.1 0.2 -0.3 0.319
C 0.665 5.439 -3.633 -0.2 -0.3 1.6 -0.406
C 3.717 -1.957 1.132 1.4 -0.4 -0.1 0.752
O 0.255 0.332 1.954 3.2 1.2 0.7 -1.417
H 1.637 -3.033 4.348 0.1 -0.3 0.0 0.325
Li -1.921 1.011 -0.694 -0.5 0.3 0.6 1.129
C -0.715 3.629 -3.672 -0.5 0.0 -0.3 0.683
O -0.785 -1.714 3.338 -0.2 0.7 -0.6 0.627
H 0.216 -3.011 -0.226 -0.5 0.1 -0.4 -0.585
H 6.300 -2.662 2.443 0.3 0.1 0.6 0.274
H 1.093 3.407 3.446 0.1 0.1 0.2 0.129
H -1.780 -1.305 5.123 -0.3 -0.2 -0.4 0.373
H 3.318 1.421 -5.810 -0.1 -0.1 0.1 0.292
O -2.285 1.359 2.757 0.1 0.3 -0.3 -0.760
C -0.379 -3.066 5.172 0.0 0.1 0.3 -0.822
C 4.237 -2.979 2.151 -0.9 0.5 0.7 0.041
O 2.169 1.424 -3.017 -0.2 0.2 1.4 0.108
O -0.083 4.591 -4.485 0.5 0.7 -0.7 -0.560
H -0.320 -5.843 1.170 0.3 0.4 0.3 0.179
H 1.683 5.055 -3.529 0.1 0.0 -0.1 0.056
H -2.554 -3.754 1.219 0.0 0.3 -0.2 -0.259
C -0.016 6.197 2.093 1.1 -0.9 -1.4 -0.524
H -1.132 -3.857 5.168 -0.5 0.5 -0.2 0.240
H 5.112 -0.128 3.332 0.3 0.3 -0.1 0.320
H 1.016 6.195 4.002 0.3 0.1 -0.1 0.315
C -0.049 5.350 -2.237 -0.1 0.5 -0.6 -0.420
H -4.869 -0.835 1.849 -0.1 -0.1 0.1 0.341
O -2.148 0.823 -2.649 0.6 0.4 1.4 0.176
H 0.962 -2.328 2.253 -0.4 0.6 -0.2 -1.618
H -1.434 3.120 -4.315 -0.1 0.0 0.2 0.101
C -4.308 -1.623 1.345 0.2 0.0 0.3 0.068
C 2.618 0.085 -3.316 0.4 0.5 -1.0 -0.192
H 0.006 2.881 -3.307 0.0 0.0 0.0 -0.468
H -0.810 -6.515 -1.541 0.2 -0.2 0.3 0.391
H 4.065 -0.514 -4.834 0.1 -0.2 0.2 0.340
C -0.692 -5.612 -0.936 0.0 -0.8 -0.8 -0.715
C 0.967 5.602 3.091 -0.4 -0.9 0.8 -0.645
P 0.238 0.317 0.418 -2.3 0.0 -0.3 1.240
H -0.728 6.865 2.561 0.1 0.3 -0.2 0.359
O -1.027 -0.496 0.188 0.3 -1.6 -1.6 -1.464
H -6.195 -2.745 1.186 0.0 0.0 -0.3 0.346
H 3.172 3.210 -3.526 -0.5 0.0 0.6 0.245
H -1.712 -5.407 -0.612 0.1 0.6 0.0 0.190
C 0.367 4.227 3.434 -1.0 0.3 -0.3 -0.250
H -3.572 2.029 -3.516 0.1 0.0 0.1 0.392
C -3.182 1.879 2.005 0.4 -1.4 0.1 0.705
H -0.348 -0.199 -2.632 0.0 0.3 0.0 -0.933
H -1.388 -1.110 -5.040 1.0 0.2 -0.3 0.416
H 5.304 -2.370 3.930 0.4 0.0 0.0 0.316
H 4.809 0.347 -3.455 -0.1 -0.3 0.2 0.283
C 2.650 2.361 -3.974 0.9 -0.3 -0.9 -0.207
H -1.756 -1.216 -2.680 -0.2 -0.1 -0.4 0.239
C -1.339 -0.285 -3.079 -0.1 0.5 -0.1 0.835
C 3.926 0.266 -4.089 0.2 0.7 0.0 -0.576
H 2.683 -0.471 -2.388 -0.1 -0.1 0.0 0.003
C -1.244 4.405 -2.486 0.7 -0.6 1.0 0.264
C -0.709 5.001 1.415 -0.1 0.2 1.9 0.319
O 4.073 -0.684 1.692 -0.9 1.2 -0.1 -0.472
C -0.020 -4.555 -1.802 -0.2 1.1 0.3 -0.395
O -4.296 2.326 2.658 0.8 0.2 0.1 -0.563
H -4.736 -4.898 1.558 0.3 -0.2 0.5 0.340
H 4.585 2.227 -4.993 0.2 -0.2 0.4 0.410
H -0.543 0.532 -4.908 0.0 -0.1 -0.3 0.157
H -5.042 -3.833 2.985 -0.1 -0.2 0.0 0.336
H 1.826 2.712 -4.594 0.0 0.1 0.1 0.213
C 0.647 -3.408 4.087 -0.3 -0.1 0.2 -0.563
H 0.015 -3.071 6.189 0.2 0.1 -0.1 0.502
H 0.753 -6.773 0.171 0.6 0.3 0.1 0.400
H -2.521 -3.847 2.953 -0.3 0.1 0.3 0.169
H 1.967 5.450 2.690 0.0 0.3 -0.1 0.277
C 3.707 1.612 -4.805 -0.6 -0.1 -0.9 -0.914
H 0.703 5.029 -1.514 -0.4 -0.2 0.3 0.039
H -4.087 0.363 -3.136 -0.1 0.2 0.0 0.377
H -1.758 5.266 1.314 -0.1 -0.5 -0.5 0.305
H 4.508 -3.955 1.756 0.2 0.2 -0.4 0.457
O 1.212 -4.712 0.239 -0.2 -0.6 -0.3 -0.449
O -0.234 1.731 -0.072 1.8 1.0 -0.3 -0.919
H 0.659 -4.913 -2.576 0.0 -0.6 0.2 0.355
C -5.130 -2.890 1.026 0.4 0.6 0.3 -0.622
O -0.609 3.933 2.405 0.2 0.2 -0.5 -0.505
H 6.159 -0.399 1.887 -0.1 0.1 -0.2 0.257
H -2.751 1.156 -5.685 0.0 0.2 0.2 0.306
H -3.445 -0.351 -5.224 0.1 -0.1 0.1 0.343
Li 2.312 0.442 1.560 0.5 -0.8 0.4 0.856
H -0.666 -3.846 -2.328 -0.4 -0.2 0.2 0.171
O -3.150 1.894 0.770 -0.2 0.3 -0.5 -0.860
H 4.280 -2.032 0.195 -0.2 -0.3 -0.1 0.293
C 5.388 -2.230 2.857 0.6 -0.5 -0.8 -0.694
H -1.411 3.723 -1.648 0.0 0.1 0.1 -0.401
C -1.352 -0.116 -4.588 -1.3 -1.3 0.2 -0.421
H -2.166 4.968 -2.611 0.0 0.0 -0.5 0.400
H -4.909 -3.187 0.002 -0.3 -0.2 0.0 0.295
C 0.762 -3.793 -0.760 1.0 0.9 0.4 0.583
H 1.904 -0.340 -4.027 -0.2 -0.3 0.3 0.103
```
Positions in Å, forces in eV/Å.

- energy relative to the best compared isomer or geometry (same formula, charge and spin) (eV) = 2.1998
- charge = +1
- calculated total energy (Eh) = -2804.30909
- gap between HOMO and LUMO (eV) = 8.30
- HOMO (eV) = -11.142